Entry 1:
Computed, not measured: C13H14IMgN3Se as an isolated structure at a distorted geometry, with wB97M-V/def2-TZVPD.

Output
Orbital gap (spin up / spin down): 2.832 / 2.834 eV
Max |F|: 0.0953 Eh/bohr
2S+1: 1
LUMO (spin up / spin down): -0.172 / -0.172 hartree

Geometry (Å):
I -2.328 -1.957 2.242
Se 3.746 1.716 -1.429
Mg 0.235 -0.469 1.736
N 1.848 0.393 0.442
N -0.386 -1.460 -0.563
N -1.148 1.034 0.334
C 1.341 -1.996 2.372
C -1.440 -2.585 -2.894
C -0.134 0.953 3.053
C -0.497 -3.270 -2.133
C -1.437 2.252 0.771
C -2.262 3.134 0.071
C -1.666 0.599 -0.832
C -1.286 -0.775 -1.294
C -2.519 1.428 -1.598
C 2.619 0.903 -0.244
C -0.008 -2.674 -0.961
C -2.813 2.708 -1.134
C -1.856 -1.329 -2.464
H 0.523 1.724 2.739
H -2.910 1.042 -2.538
H -0.137 -4.250 -2.419
H -2.606 -0.748 -3.004
H 0.700 -3.201 -0.320
H 1.530 -1.472 3.434
H -1.098 1.313 3.231
H -1.008 2.541 1.727
H 0.898 -2.931 2.573
H -3.462 3.349 -1.713
H 2.261 -2.170 1.902
H -1.859 -3.000 -3.803
H -2.442 4.113 0.501
H 0.472 0.438 3.925

These are the natural (NBO) partial charges, in e, on atoms 1 to 6:
1 I -0.4275
2 Se -0.1489
3 Mg 1.6481
4 N -0.6704
5 N -0.4697
6 N -0.4827

---

Entry 2:
Computed, not measured: C13H14IN3OZr as an isolated structure at a distorted geometry, with wB97M-V/def2-TZVPD.

Output
Orbital gap (spin up / spin down): 3.502 / 3.512 eV
Max |F|: 0.1220 Eh/bohr
Energy relative to the best compared isomer or geometry (same formula, charge and spin): 6.4666 eV
2S+1: 1
Net charge: +2
LUMO (spin up / spin down): -0.453 / -0.453 hartree

Geometry (Å):
I -0.206 -3.141 -2.102
Zr -0.949 -0.506 -1.330
O -2.838 1.998 1.950
N 1.266 0.370 -0.903
N -1.860 0.797 0.122
N 0.174 -1.413 0.803
C 1.717 1.356 -1.685
C -0.411 0.578 -3.172
C -2.352 1.395 1.071
C 1.615 -2.553 2.940
C 2.050 -0.081 0.112
C 3.340 0.435 0.297
C -0.412 -2.270 1.653
C 2.979 1.898 -1.547
C 3.813 1.433 -0.540
C -2.997 -1.041 -1.715
C 0.273 -2.853 2.725
C 1.467 -1.082 1.019
C 2.211 -1.657 2.070
H -2.819 -1.927 -2.323
H -0.264 -3.541 3.363
H 3.252 -1.382 2.178
H -3.385 -1.066 -0.696
H -1.257 0.177 -3.778
H -1.458 -2.505 1.443
H 4.807 1.842 -0.414
H 0.573 0.075 -3.245
H 2.172 -3.005 3.759
H 3.945 0.040 1.100
H -3.127 -0.148 -2.418
H 1.044 1.665 -2.485
H 3.271 2.673 -2.243
H -0.687 1.564 -2.739

These are the natural (NBO) partial charges, in e, on atoms 1 to 6:
1 I 0.0799
2 Zr 1.7488
3 O -0.3895
4 N -0.5033
5 N -0.9219
6 N -0.5079

---

Entry 3:
Computed, not measured: C13H14MnN6O2S as an isolated structure at a distorted geometry, with wB97M-V/def2-TZVPD.

Output
Expectation value of S²: 6.091
Orbital gap (spin up / spin down): 7.304 / 7.210 eV
Max |F|: 0.0369 Eh/bohr
2S+1: 5
Net charge: +1
LUMO (spin up / spin down): -0.158 / -0.169 hartree

Geometry (Å):
Mn -0.111 -0.294 0.413
S 2.119 -0.014 0.516
O -0.509 -1.762 1.808
O 0.905 -2.399 -2.364
N 0.033 -2.123 -0.297
N 1.011 2.375 0.206
N 3.309 2.366 0.231
N -2.042 0.040 -0.002
N 0.539 -4.266 -1.109
N -0.100 1.636 0.252
C 2.142 1.736 0.305
C -4.349 -0.560 -0.109
C 0.515 -2.876 -1.326
C -0.314 -4.045 1.091
C -1.265 2.251 0.095
C -3.004 -0.878 -0.093
C 1.126 -5.060 -2.164
C -4.718 0.779 -0.031
C -2.394 1.357 0.049
C -3.737 1.748 0.034
C 0.104 -4.806 0.039
C -0.280 -2.638 0.919
C -1.374 3.719 -0.106
H -1.926 3.927 -1.021
H -0.618 -4.467 2.030
H 0.673 -4.802 -3.121
H -0.378 4.148 -0.186
H 4.166 1.838 0.232
H 0.988 -6.115 -1.954
H -2.683 -1.909 -0.174
H -5.088 -1.340 -0.175
H -5.761 1.052 -0.027
H 2.191 -4.838 -2.233
H 3.341 3.351 0.022
H -1.888 4.196 0.727
H 0.124 -5.886 0.088
H -4.002 2.791 0.088

These are the natural (NBO) partial charges, in e, on atoms 1 to 6:
1 Mn 1.4061
2 S -0.1260
3 O -0.7045
4 O -0.5876
5 N -0.7281
6 N -0.4103

---

Entry 4:
Computed, not measured: a 2-piece molecular cluster, C13H14N2 overall at a distorted geometry, with wB97M-V/def2-TZVPD.

Output
Orbital gap (spin up / spin down): 7.455 / 7.449 eV
Max |F|: 0.0975 Eh/bohr
Energy relative to the best compared isomer or geometry (same formula, charge and spin): 6.1834 eV
2S+1: 1
LUMO (spin up / spin down): 0.012 / 0.012 hartree

Geometry (Å):
N -0.435 -2.466 -0.210
N 1.146 -1.389 0.280
C -1.525 -1.999 0.379
C -0.788 2.824 -0.053
C -1.937 0.970 0.803
C -0.837 2.135 -1.289
C 3.447 -1.325 -0.454
C 3.561 -0.009 -0.097
C 2.492 0.506 0.627
C 1.327 -0.213 0.784
C -2.031 0.281 -0.337
C -2.575 -1.105 -0.412
C -1.386 0.849 -1.445
C 2.252 -2.017 -0.301
C -1.319 2.192 1.041
H -2.881 -1.339 -1.401
H 4.144 -1.795 -1.059
H -2.045 -2.891 0.859
H 4.553 0.526 -0.235
H -1.276 -1.365 1.203
H -2.526 0.588 1.691
H -0.232 2.605 -2.028
H -1.029 2.505 2.100
H -1.421 0.510 -2.513
H 2.665 1.595 1.149
H 2.130 -3.069 -0.510
H -3.507 -1.227 0.088
H 0.451 0.315 1.254
H -0.419 3.810 0.085

These are the natural (NBO) partial charges, in e, on atoms 1 to 6:
1 N -0.3281
2 N -0.2665
3 C -0.3202
4 C -0.2350
5 C -0.2522
6 C -0.2117

---

Entry 5:
Computed, not measured: one molecule with the formula C13H14N2O at a distorted geometry, with wB97M-V/def2-TZVPD.

Output
Orbital gap: 8.768 eV
Max |F|: 0.0809 Eh/bohr
Energy relative to the best compared isomer or geometry (same formula, charge and spin): 1.4641 eV
2S+1: 1
SMILES: O=C1CCC2(CC1)N=Cc1ccccc1N2
LUMO: 0.013 hartree

Geometry (Å):
O -4.534 -1.173 1.208
N 0.832 -0.839 0.149
N -0.375 1.020 1.006
C 0.578 1.754 0.540
C -0.953 -1.289 1.832
C 3.498 0.356 -2.184
C 3.325 1.758 -1.898
C -0.493 -0.367 0.531
C -2.906 -0.156 -0.126
C 2.329 2.216 -1.131
C -2.415 -1.103 2.295
C -3.374 -0.913 1.049
C -1.562 -0.613 -0.578
C 2.742 -0.596 -1.393
C 1.710 -0.032 -0.577
C 1.606 1.304 -0.382
H -1.488 -1.659 -0.818
H 1.355 -1.347 0.839
H -0.875 -2.280 1.455
H 3.870 2.311 -2.631
H 2.094 3.292 -1.095
H -0.124 -1.210 2.550
H 2.839 -1.632 -1.652
H -2.424 -0.206 2.909
H -2.623 -2.064 2.661
H -1.393 0.019 -1.503
H 4.340 0.123 -2.878
H 0.715 2.780 0.811
H -2.890 0.964 0.031
H -3.401 -0.414 -1.020

These are the natural (NBO) partial charges, in e, on atoms 1 to 6:
1 O -0.5197
2 N -0.6538
3 N -0.4421
4 C 0.1286
5 C -0.3821
6 C -0.1659

---

Entry 6:
Computed, not measured: one molecule with the formula C13H14N2O at a distorted geometry, with wB97M-V/def2-TZVPD.

Output
Orbital gap: 8.642 eV
Max |F|: 0.1096 Eh/bohr
Energy relative to the best compared isomer or geometry (same formula, charge and spin): 1.3624 eV
2S+1: 1
SMILES: Cc1cc(Cc2ccccc2)n(N)c(=O)c1
LUMO: 0.024 hartree

Geometry (Å):
O 3.098 2.013 -1.661
N 0.385 1.902 -2.134
N 1.047 1.491 -0.920
C -3.074 -2.647 -1.009
C -3.247 -0.451 -0.143
C 3.059 -0.098 2.559
C -1.062 -1.381 -0.591
C 2.467 1.532 -0.797
C 2.414 0.564 1.447
C -1.266 1.064 0.141
C 0.963 0.556 1.380
C 0.304 1.053 0.216
C -1.648 -2.561 -1.089
C -3.824 -1.591 -0.619
C -1.871 -0.308 -0.150
C 3.154 1.025 0.353
H -4.914 -1.648 -0.602
H 4.021 0.397 2.620
H -3.577 -3.631 -1.214
H 0.466 0.282 2.221
H 0.014 -1.278 -0.604
H 3.183 -1.164 2.377
H 0.146 1.012 -2.624
H -1.667 1.918 -0.337
H 4.236 1.117 0.355
H 2.529 0.065 3.538
H -3.832 0.406 0.168
H -1.504 1.398 1.196
H 1.083 2.413 -2.646
H -1.083 -3.447 -1.431

These are the natural (NBO) partial charges, in e, on atoms 1 to 6:
1 O -0.6350
2 N -0.6324
3 N -0.2712
4 C -0.2133
5 C -0.1965
6 C -0.6469

---

Entry 7:
Computed, not measured: one molecule with the formula C13H14N2OS, with wB97M-V/def2-TZVPD.

Output
Orbital gap: 8.600 eV
Max |F|: 0.0177 Eh/bohr
Energy relative to the best compared isomer or geometry (same formula, charge and spin): 1.8374 eV
2S+1: 1
SMILES: C=CCOc1ccc(CNc2nccs2)cc1
LUMO: 0.025 hartree

Geometry (Å):
S 3.381 -0.830 1.071
O -3.198 0.686 -0.424
N 3.054 1.491 -0.331
N 3.861 -0.402 -1.428
C 0.128 0.637 1.162
C -4.212 -2.805 -0.154
C 3.404 0.186 -0.376
C -1.181 0.269 0.898
C -1.906 0.938 -0.083
C 4.054 -2.102 0.106
C 2.187 2.022 0.705
C 4.232 -1.681 -1.166
C 0.741 1.666 0.465
C -1.291 1.974 -0.790
C -3.896 -0.360 0.217
C -3.454 -1.728 -0.224
C 0.012 2.328 -0.519
H 2.318 3.107 0.713
H -3.809 -0.265 1.311
H -2.448 -1.781 -0.619
H -4.945 -0.199 -0.049
H 0.678 0.108 1.926
H 4.631 -2.274 -1.969
H 0.470 3.134 -1.074
H -5.218 -2.766 0.230
H 2.526 1.619 1.662
H -3.857 -3.770 -0.471
H 4.267 -3.054 0.545
H 2.951 1.905 -1.247
H -1.616 -0.541 1.461
H -1.863 2.486 -1.547

These are the natural (NBO) partial charges, in e, on atoms 1 to 6:
1 S 0.3019
2 O -0.4852
3 N -0.5973
4 N -0.5095
5 C -0.1902
6 C -0.3853